Computed, not measured: C28H37KN4O4 as an isolated structure at a distorted geometry, with the ωB97M-V functional and the def2-TZVPD basis.

LUMO level in Eh: 0.16054
ΔE to the lowest compared entry with this formula, charge and spin in eV: 0.950
HOMO level in eV: -1.051
Max |F| in eV Å⁻¹: 1.90
M in g mol⁻¹: 532.73
Kohn-Sham gap in eV: 5.420
E in a.u.: -2209.2172

ORCA input file:
```
! wB97M-V def2-TZVPD RIJCOSX def2/J DEFGRID3
* xyz -2 1
C 3.4101 -2.3571 1.5560
C 2.0739 -1.6839 -3.7913
H -2.7628 1.0746 -2.5464
H 2.6938 -2.5735 -3.9359
C -1.6498 3.5820 -2.4975
C 0.8863 2.1727 1.8838
H -0.5540 -2.5554 -5.8509
H -3.8780 -3.1368 -4.2669
H 1.4782 -2.5165 0.5983
H -3.4764 -3.3331 -1.7335
C -1.6331 -0.7306 -3.1534
H -0.6224 -3.7566 -3.5613
C -2.7840 -1.7217 -3.0186
C -1.1012 -0.8078 4.1831
C -0.0266 1.3245 4.1595
H -1.5270 3.0789 -5.1719
C 0.2336 0.4450 -3.7085
C -2.6207 -2.6603 -1.8191
O 0.3998 2.2872 0.7421
H -1.6076 -1.6196 4.6869
C 3.5888 -0.1283 0.1439
C -1.3571 -2.0828 1.9608
H -2.1330 -3.1835 -4.5032
H 0.6665 -1.3194 -6.1246
C -0.6798 0.3218 4.8609
H -4.1490 -0.4864 -1.8499
H 3.6640 0.7832 -0.4290
H -4.3130 -0.2766 -3.6044
C -0.8715 -0.8863 2.8112
N 5.7736 0.2285 1.1626
N 2.5012 -0.8545 -0.0278
C 4.6039 -0.5065 1.0298
H 1.6327 2.8064 -3.1290
C -1.8404 0.6346 -2.8929
N 4.5267 -1.6432 1.7243
O -2.2708 -2.7625 2.4522
C -0.5676 3.3348 -4.7241
C 0.3462 -3.3302 -3.3292
C 0.1676 1.1571 2.7897
H -2.5345 -2.0881 -0.9003
H 1.1531 -3.0168 -5.9458
H 3.3552 -3.2738 2.1330
H 0.8142 2.9986 -1.5777
H -4.9407 -1.7257 -2.8133
C 0.4572 -2.2483 -5.5960
H -0.4212 4.4151 -4.8045
H 2.1825 -1.3449 -2.7626
H 0.9260 4.3672 -2.6966
H 0.2120 2.8332 -5.2923
H -3.0607 -1.8418 -5.1623
H 1.1978 0.7144 -4.1151
N -0.2550 0.0781 2.1483
O 1.8696 2.7581 2.3590
C -2.9722 -2.5256 -4.3177
C -0.5339 2.8660 -3.2570
H 0.3149 2.2274 4.6498
C 0.7970 3.2844 -2.6257
H -2.6251 3.3419 -2.9156
H 1.1055 -4.0701 -3.6021
C -0.7012 1.3681 -3.2326
H 2.4500 -0.9127 -4.4587
O -0.7759 -2.2263 0.8722
C -4.1264 -0.9964 -2.8088
C 0.5951 -2.0175 -4.0769
K -0.2075 0.2624 -0.3543
H 0.4072 -3.1480 -2.2593
H -1.5098 4.6628 -2.5615
H -0.8620 0.4140 5.9301
H -1.7260 -3.2583 -1.8913
C 2.3969 -1.9646 0.7008
H 6.2914 -0.0216 1.9948
H -1.6269 3.2919 -1.4504
H 5.6476 1.2251 1.0598
C -0.2931 -0.8533 -3.6460
*
```

***

Computed, not measured: C28H38BN8O6S3W as an isolated structure, with the ωB97M-V functional and the def2-TZVPD basis.

LUMO level in Eh: -0.13585
ΔE to the lowest compared entry with this formula, charge and spin in eV: 1.154
HOMO level in eV: -10.391
Max |F| in eV Å⁻¹: 0.50
M in g mol⁻¹: 873.51
Kohn-Sham gap in eV: 6.694
E in a.u.: -3265.7425

ORCA input file:
```
! wB97M-V def2-TZVPD RIJCOSX def2/J DEFGRID3
* xyz 1 1
H 0.1862 3.6928 4.0542
O 0.2664 -1.8970 0.0042
C 1.8583 -1.1544 3.7195
C -0.6764 4.3334 3.8830
H 2.9416 -2.0103 -5.0317
H 5.5151 -0.0797 -3.2363
H -0.9146 4.8413 4.8182
C -4.9750 1.7798 -2.9177
H 0.1708 3.7384 -4.0554
W -0.6361 -0.1032 0.2695
H 0.0607 1.7511 -0.6719
C -0.8119 -0.8629 3.1755
H 3.9155 0.1449 0.7249
C 0.7748 6.2725 3.3666
C -0.4345 -1.3528 4.4182
H 1.6808 5.6710 3.4503
H -4.8083 1.5324 -1.8731
C 2.8334 2.7894 -2.2733
C 0.9126 -1.5084 4.6855
H -3.4403 1.3087 -5.9688
H 4.8335 0.3130 -4.8334
H 2.4882 -1.7908 -1.8724
N -0.7909 2.7676 -2.3894
C -0.3904 5.4224 2.8588
N -2.5716 2.0820 -3.4507
C 0.3145 5.8340 0.5090
H -1.5256 3.7157 3.6046
H 2.4589 -0.3483 -5.3925
H 0.7900 5.5321 -1.6121
N 0.3937 3.8210 -0.3625
C -0.6808 3.1878 -3.6958
O -3.1751 -0.7962 3.4108
H 0.5265 6.6569 4.3553
H -3.3002 -0.4501 -2.6822
O 1.6421 0.2757 0.3923
H -1.4928 7.1107 2.0065
H -4.3398 2.7414 -5.4064
H 2.9211 -1.2395 3.8927
C -1.7876 2.7836 -4.3505
C -4.1868 1.6712 -5.2608
H -2.4645 5.6554 2.2790
H -2.7032 -0.4375 -4.3492
C -1.9331 2.0731 -2.2609
H -4.4200 -0.7185 -4.0226
S 0.3419 -0.1979 -2.2620
N 2.8861 0.6832 -2.9419
O -2.2237 -0.0011 1.5321
H 0.9828 7.1272 2.7243
C 0.5448 5.1658 -0.6306
S -2.4925 1.3484 -0.7940
C 1.3933 -0.6800 2.5170
H -5.8820 1.2694 -3.2424
N 0.0892 -0.5573 2.2637
H -5.1246 1.1678 -5.4892
C 2.5136 -1.1027 -4.6059
C 0.0440 3.6683 0.9391
B 0.3279 2.6682 -1.3395
H -1.2054 -1.5957 5.1363
H -5.1399 2.8548 -3.0089
O 3.4983 -0.2172 1.5244
O -1.7346 -1.4431 -0.6415
H 4.1666 -1.2845 -1.5522
C -1.6528 6.2659 2.6759
C -3.8245 1.3347 -3.8182
N 1.6134 2.2058 -2.0289
H 3.8356 -2.5817 -2.6979
C 3.4100 -0.6202 -3.4673
H 1.2351 -1.8929 5.6433
S -0.2300 2.1642 1.7540
N -1.0355 -2.0342 0.4068
H 0.3378 6.8890 0.7030
C -2.2254 -0.5727 2.7171
H 3.0464 3.8132 -2.0198
C 2.1975 -0.1806 1.3806
H -1.9621 6.6608 3.6432
H 5.1771 -1.3558 -4.3979
C 4.8186 -0.4033 -4.0110
N -0.0044 4.9066 1.4933
H -2.0800 2.9504 -5.3685
H 1.5078 -1.3288 -4.2615
C 3.6193 1.8576 -2.8543
C -3.5385 -0.1616 -3.7031
H 4.6265 1.9395 -3.2129
C 3.4668 -1.6282 -2.3192
C 1.6531 0.9152 -2.4275
*
```

***

Computed, not measured: a 2-piece molecular cluster, C28H38FNO overall at a distorted geometry, with the ωB97M-V functional and the def2-TZVPD basis.

SMILES: CC(C)(C)C1=CC(=Cc2cccc(F)c2)C=C(C(C)(C)C)C1=O.C1CN2CCC1CC2
LUMO level in Eh: -0.01416
HOMO level in eV: -6.868
Max |F| in eV Å⁻¹: 4.66
M in g mol⁻¹: 423.62
Kohn-Sham gap in eV: 6.483
E in a.u.: -1319.5037

ORCA input file:
```
! wB97M-V def2-TZVPD RIJCOSX def2/J DEFGRID3
* xyz 0 1
H 5.8691 -4.0344 -1.4690
H 2.2369 -3.2050 -1.5658
C 5.0069 -3.2771 2.8686
C 4.7338 -4.0979 1.6805
H 6.6475 -2.1279 4.8844
H 4.8976 -1.3600 3.6852
C 0.3153 0.7327 0.4608
H 6.9726 -5.2449 2.8893
H -1.5157 0.2713 3.8490
H 6.4904 -3.4482 6.0525
H -1.5625 0.2598 -0.4434
H 4.7975 -5.8433 3.8538
H -1.5386 1.7787 2.9519
H 0.7115 1.7840 2.8820
C -1.7341 0.0203 1.7024
F 3.6431 0.8428 6.6677
H 5.4050 -5.5404 5.5078
H 5.0781 -5.4788 -2.1636
H -1.5478 1.7664 0.4289
C 3.8755 -4.3594 -0.7491
C 5.2171 -4.8864 -1.2536
C 3.5663 -1.4767 1.9047
C 4.5093 -1.9855 2.8816
C 4.0509 1.9927 2.6944
H 2.7759 -6.1585 -1.3059
H 7.7349 -3.6677 3.2795
C 5.7580 -3.9271 4.0855
C -1.1837 0.7526 2.9344
H 5.6683 -5.5084 -0.4835
C 4.0764 -3.4712 0.5222
H 0.7588 -1.8870 2.6042
H -1.5072 -1.9403 0.8254
H 3.4418 -6.1532 0.3466
H 3.9394 -4.6992 4.9291
C 3.8109 1.2184 5.3476
H 5.0456 -2.5366 5.5809
H 2.0064 -5.1649 -0.0395
C 4.3309 2.4746 5.0680
H 4.2474 2.2945 1.6563
C 0.3481 -1.3887 1.7187
H 3.0330 -0.6666 4.6051
C 4.9200 -5.0874 4.6337
C 3.3949 0.7611 2.9949
H 0.7037 0.2053 -0.4164
C 0.3267 0.7585 2.9246
H 7.6401 -4.9446 4.5162
C 5.9945 -2.9377 5.2181
H 0.7334 0.2740 3.8176
H 0.7148 1.7522 0.4704
C -1.1949 0.7405 0.4588
C 4.4969 2.8222 3.7229
H -1.5057 -1.9601 2.5786
H -2.8371 0.0079 1.7025
C -1.1635 -1.4080 1.7086
C 3.5502 -2.2132 0.6615
H 0.7424 -1.8935 0.8299
H 4.9855 3.7684 3.4772
H 3.8748 -2.6985 -2.1200
H 3.1204 -4.1847 -2.7590
O 5.0341 -5.3174 1.6658
H 4.6549 3.1291 5.8764
H 3.0838 -1.7773 -0.2311
N 0.8757 0.0257 1.7199
C 7.1193 -4.4881 3.6629
C 2.8768 -0.1877 1.9764
C 2.9618 -5.5436 -0.4182
H 2.7700 0.2982 0.9727
C 3.2330 -3.5522 -1.8690
C 3.4071 0.3273 4.3519
*
```

***

Computed, not measured: C28H38N9O3PS2TeTl as an isolated structure, with the ωB97M-V functional and the def2-TZVPD basis.

LUMO level in Eh: 0.06823
ΔE to the lowest compared entry with this formula, charge and spin in eV: 0.861
HOMO level in eV: -4.500
Max |F| in eV Å⁻¹: 0.91
M in g mol⁻¹: 975.76
Kohn-Sham gap in eV: 6.357
E in a.u.: -3386.8068

ORCA input file:
```
! wB97M-V def2-TZVPD RIJCOSX def2/J DEFGRID3
* xyz -1 1
H -0.6750 5.9329 -2.0346
H -1.4295 -4.9733 -0.9961
S 1.1226 -1.0656 -0.0640
H -0.1402 1.4797 2.6283
N -2.9884 -0.8633 1.9154
C -3.0450 -0.2521 3.0964
H 2.0234 -4.4932 -2.5136
C -2.9138 1.2575 3.1451
H 4.7686 -4.1076 -0.0260
O 1.6242 -3.9520 -0.0037
C 4.6306 -0.7957 0.9898
C -3.5092 -2.3220 4.2005
H -3.6984 -2.8940 5.1002
C 1.7351 2.5090 -0.4909
C 0.5775 -4.1879 -0.9444
C -3.4649 -2.9505 2.9675
H 0.2419 -3.2201 -1.3338
N 0.9406 2.1117 0.4952
C -3.3119 -0.9540 4.2656
C -0.9376 5.4163 -1.1213
H -4.8275 -0.5887 -0.9505
H -0.5675 5.5061 2.2319
C -0.8859 5.1750 1.2518
N 2.5160 3.1250 1.9798
C -2.1187 3.2776 2.3535
C 1.1674 -5.0103 -2.0789
H 0.8092 0.6580 -5.3583
H 1.5007 -5.9800 -1.7041
C -1.7019 4.2635 -1.1541
H 5.3458 -0.3668 0.2849
H 1.1562 2.0425 3.6977
H 3.6159 -1.9581 -0.4910
H -1.4763 3.5736 3.1938
C -4.9918 -1.1605 -1.8613
H -3.0456 -2.5662 -5.1804
H -3.3624 -0.4111 5.1990
H 5.1094 -0.9362 1.9607
C -3.8739 -2.4371 -4.4873
N -2.0605 3.5884 -0.0672
H -4.3997 -3.3830 -4.3819
C -3.2019 -2.1710 1.8552
N 0.8247 1.8139 2.7784
C 2.5534 1.9025 -2.7513
Tl -1.4678 0.6968 -0.0922
C 4.1097 -2.1264 0.4697
H -3.6043 -4.0183 2.8727
C 2.3231 1.4187 -4.0259
H 4.7401 4.6483 0.3031
H 3.5432 2.1550 -2.4046
C 1.0286 1.0697 -4.3823
C 1.4731 2.0448 -1.8811
C -0.6007 -4.8974 -0.2894
H 3.7939 -0.1076 1.1108
H 0.0865 6.7709 0.1997
C 0.0223 1.2372 -3.4450
C -1.6643 4.0230 1.1270
H 0.4133 -5.1678 -2.8519
P 1.5730 -2.6814 1.0421
H -2.0538 3.8557 -2.0959
H -5.4921 -0.5398 -2.6004
H -4.5601 -1.6900 -4.8789
H -0.3070 -5.8970 0.0384
N 2.8352 3.2495 -0.3542
H 3.1401 1.3041 -4.7267
N 0.2342 1.7313 -2.2325
S 0.6663 -3.1610 2.7065
O 3.1491 -2.6376 1.4003
H -0.9170 -4.3348 0.5871
H -5.6017 -2.0325 -1.6418
O -3.5470 1.8542 4.0332
N -2.1298 1.8276 2.2244
N 4.1335 4.4837 1.0854
H 5.7116 -3.3328 1.2569
Te -3.0596 -1.7594 -2.5902
C -0.5174 5.8754 0.1184
H -1.0054 0.9674 -3.6691
C 3.1294 3.5826 0.9048
H -3.1302 3.6290 2.6011
H 5.9353 -2.8304 -0.4367
C 5.2068 -3.1657 0.3037
H 4.5015 4.5585 2.0170
H -3.1577 -2.6061 0.8598
C 1.4298 2.3699 1.7410
*
```

***

Computed, not measured: a 9-piece molecular cluster, C28H38O27 overall at a distorted geometry, with the ωB97M-V functional and the def2-TZVPD basis.

LUMO level (alpha / beta) in Eh: -0.11977 / -0.35132
HOMO level (alpha / beta) in eV: -11.797 / -11.797
Max |F| in eV Å⁻¹: 6.31
M in g mol⁻¹: 806.59
Kohn-Sham gap (alpha / beta) in eV: 8.538 / 2.237
E in a.u.: -3120.7187

ORCA input file:
```
! wB97M-V def2-TZVPD RIJCOSX def2/J DEFGRID3
* xyz 1 2
H -1.1953 -5.4689 -3.3296
O 0.6821 0.7052 -0.4645
H -4.3778 3.8437 0.8276
O -0.8677 2.3870 0.1311
C -6.0537 1.3021 0.0683
C -0.5423 -3.3560 5.5604
C -0.1777 -2.0830 4.9152
C -3.1578 -1.0359 -1.3627
H -0.1854 4.8062 4.6729
C 4.5529 0.9234 1.5696
O -2.4825 3.0839 -6.4027
O 2.3382 1.4908 3.5116
O -4.9345 0.7923 0.6501
H -1.1010 1.2662 -2.8785
O 5.1123 -1.8754 -2.6172
C -4.5034 -2.8397 -1.4165
O -0.3373 -5.4573 -1.3815
O -3.7904 -1.8920 -2.1435
O 0.4586 -3.5037 -1.6385
H 4.1580 1.8460 -0.4001
C 1.6235 2.5343 3.4896
H -4.8666 2.9530 2.2976
H 3.2118 -3.1310 -4.3398
C 1.1967 4.7178 3.1176
C 6.6333 0.7405 0.7186
O -1.5316 -3.8895 4.6820
H -0.7828 -1.5109 0.9426
H -3.3893 1.6878 0.0066
O 5.6354 0.0860 1.3620
C 0.1187 -4.3690 -0.7854
H 0.7312 -1.4034 -0.8852
C 4.7512 2.0538 0.4905
H 5.8481 -1.3729 -4.4099
C -1.6524 -3.0983 3.7459
O 6.1353 1.8725 0.2510
H -4.2474 -3.8953 -1.5080
O -6.0665 2.5721 0.5469
O -2.5549 -3.2121 2.8845
C -0.2680 1.2816 0.3148
H -3.2972 1.2649 1.7215
H 1.9403 -0.8195 0.1561
C -0.7843 1.9998 -3.6199
H 3.6743 0.2783 1.5574
C 0.9116 -0.6229 -0.1460
C -3.9230 1.7242 0.9563
O -1.5470 1.7440 -4.8104
C -4.2444 -2.4804 0.0151
O 3.1115 -1.3741 -3.4838
O -0.8662 -2.1535 3.7009
H 0.1386 4.6886 1.1565
C 0.0323 -0.8110 1.1270
H 0.2913 2.1749 -3.5981
H 1.0794 -3.8562 -3.4896
C -2.1017 2.9056 -5.2548
O 0.2121 -4.1672 0.4475
O -6.7767 0.7376 -0.8159
H 0.8240 -1.2058 1.7636
O -2.4697 -0.1080 -1.7952
H -0.5841 4.1529 -2.8143
H 3.5055 -1.8042 -5.4983
H -0.4283 -3.2136 -3.4926
H -5.5724 -2.6391 -1.4867
O 3.7870 -0.6331 -1.2595
H 1.7240 5.3565 1.0485
O -1.9695 3.7593 -4.2864
H 0.2654 -4.0878 5.5473
H 4.6056 3.1094 0.7197
O -3.2249 -1.5193 -0.1860
H -3.8669 -3.3899 0.4825
C -0.2824 -5.3279 -2.7510
O 1.9383 3.6551 2.7755
C -4.8524 2.9391 1.2078
C 5.2067 -2.1535 -4.0009
O 0.4065 2.7911 4.1574
H -2.0829 3.4102 -2.3230
H 0.5360 6.3696 1.8316
C 3.9824 -1.2457 -2.3134
H 4.5448 1.3845 2.5572
H 0.5685 -5.9391 -3.0518
C 0.8402 5.3331 1.6861
C 0.1534 -3.9362 -2.9203
O -0.4019 0.5167 1.4731
H -0.5074 -1.2384 5.5201
H 1.7534 5.4423 3.7119
H -5.1587 -2.0626 0.4364
C 0.0443 4.1563 3.8285
C -1.3153 3.3955 -3.0967
C 3.7156 -2.1771 -4.4959
H -0.8548 4.0773 3.2173
H 5.6119 -3.1181 -4.3066
O 7.7684 0.3147 0.5542
H -1.0483 -3.2083 6.5145
H 0.8653 -1.9410 4.6321
*
```

***

Computed, not measured: C28H39AsN14SSr as an isolated structure at a distorted geometry, with the ωB97M-V functional and the def2-TZVPD basis.

LUMO level in Eh: -0.19025
ΔE to the lowest compared entry with this formula, charge and spin in eV: 0.844
HOMO level in eV: -13.317
Max |F| in eV Å⁻¹: 2.36
M in g mol⁻¹: 766.33
Kohn-Sham gap in eV: 8.140
E in a.u.: -4521.4806

ORCA input file:
```
! wB97M-V def2-TZVPD RIJCOSX def2/J DEFGRID3
* xyz 2 1
C -1.4090 -1.8158 4.2525
N -2.0205 5.2382 4.0124
H -6.5684 -1.5065 -0.8487
H -3.0604 0.1917 -4.7825
H -1.4668 6.0732 3.9447
H -2.2481 -1.1366 4.3782
C 0.5817 1.2950 -2.9932
H 3.7929 -5.1907 -0.1566
H 1.6697 -4.9618 -1.4544
H -7.4450 -0.1035 0.7237
H -0.4890 -4.4417 3.2869
C -2.7738 -3.1292 1.9828
N 2.0661 -0.2575 2.3052
H 4.0858 3.3975 -1.1033
H 2.8278 1.2819 -0.7554
H -1.3435 2.1958 -3.2593
C 1.9879 -4.1905 -0.7670
N 3.5953 0.5754 3.9257
C 3.5123 -3.3139 0.8431
H -7.3018 1.6469 0.5933
H 1.0857 5.3625 1.2586
C 3.1631 -4.3189 -0.0436
N 4.1794 -1.2757 2.5651
H 6.2919 -1.1452 3.8592
H 0.9892 -3.5198 2.9573
C 1.3109 0.1124 -2.9678
N -1.0238 2.0169 1.8360
C -2.9271 0.0390 -3.7089
N 1.3467 2.1419 0.3794
C -1.7174 4.1749 3.2782
H -1.2294 -2.0694 -3.4829
C -0.7257 -1.1228 -3.3209
N -2.8954 0.9526 2.7156
H 2.3910 0.1372 -2.8837
H 0.1087 -4.2923 1.6287
C -2.1288 2.0569 2.6356
H 1.8053 2.0957 4.4974
C 3.1739 3.3922 -0.5228
H -2.9224 -3.8922 2.7464
C 1.5125 4.4899 0.7900
N 5.6374 -0.4288 4.1193
C -0.3402 3.1769 1.7957
H -3.7460 1.0704 3.2438
Sr 0.2242 0.0096 0.7984
C 2.4280 0.5900 3.3069
C 0.6507 -1.0980 -3.1331
H 3.1807 5.5014 -0.1032
C 4.4495 -0.3694 3.5309
H 0.2979 -2.9119 -1.1333
H 5.8602 0.2282 4.8466
N -0.6349 4.2588 2.4745
H 0.5893 1.4881 3.4056
H -2.7039 -3.6016 1.0043
H 1.0930 2.2468 -2.9122
H -3.4627 0.8324 -3.1894
H -2.8293 5.2173 4.6093
C 2.6822 -2.2052 0.9678
C -7.0226 0.7070 0.1275
N 1.5616 -2.0656 0.2465
N -5.5725 -1.5340 -0.6985
H -7.4555 0.6800 -0.8750
N -2.4905 3.0928 3.3750
C -0.7921 1.2653 -3.1898
As -1.1078 -2.1779 2.3540
N -5.5707 0.6137 0.0953
C 0.8818 3.2617 0.9471
C -1.4635 0.0578 -3.3718
N 1.5395 1.5044 3.7288
H 4.4036 -3.3686 1.4479
C 2.6735 4.5566 0.0368
H -2.9463 0.3596 1.8879
H -3.3788 -0.9165 -3.4470
H -5.0280 1.4395 0.2752
C 3.0063 -1.1700 1.9922
H -3.6188 -2.4456 1.9777
C -0.0007 -3.7734 2.5791
H -0.5216 -1.3666 4.6988
H 1.2172 -2.0199 -3.1739
C 2.4746 2.2145 -0.3266
H -1.6212 -2.7539 4.7637
S -3.1922 -0.4800 -0.2892
C -4.8840 -0.4604 -0.2983
C 1.2247 -3.0504 -0.5878
H -5.0594 -2.3263 -1.0416
*
```